A single C21H24N2O6 molecule. Source: the Open Molecules 2025 dataset; level of theory: ωB97M-V/def2-TZVPD.

Each line ends with the Mulliken charge.
CARTESIAN COORDINATES (ANGSTROEM)
C (1.335, -3.210, 2.606)  -0.83
O (0.367, -2.239, 2.241)  -0.27
C (0.675, -1.473, 1.184)  0.06
O (1.717, -1.588, 0.579)  -0.65
C (-0.324, -0.415, 0.912)  -0.02
C (0.214, 0.772, 0.431)  -0.38
C (-0.562, 1.909, 0.262)  0.53
N (0.079, 3.049, -0.231)  0.03
C (-0.450, 4.224, -0.660)  0.74
O (-1.601, 4.567, -0.518)  -0.65
C (0.601, 5.105, -1.361)  -0.72
O (0.965, 4.598, -2.632)  -0.51
C (1.597, 3.377, -2.708)  0.49
C (2.614, 2.964, -1.853)  -0.64
C (3.150, 1.688, -1.955)  -0.16
C (2.701, 0.814, -2.938)  0.57
O (3.133, -0.461, -3.108)  -0.45
C (3.927, -1.046, -2.098)  -0.63
C (1.737, 1.262, -3.845)  -0.58
C (1.186, 2.517, -3.725)  -0.54
C (-1.913, 1.851, 0.594)  -0.97
C (-2.464, 0.663, 1.026)  -0.35
C (-1.706, -0.506, 1.172)  0.35
N (-2.275, -1.707, 1.559)  0.48
C (-3.585, -1.725, 2.175)  -0.79
C (-3.703, -3.015, 2.996)  -0.83
O (-3.514, -4.161, 2.201)  -0.41
C (-2.246, -4.133, 1.587)  -0.43
C (-2.090, -2.880, 0.724)  -0.65
H (2.319, -2.748, 2.704)  0.37
H (1.391, -3.996, 1.849)  0.32
H (1.012, -3.623, 3.558)  0.25
H (1.271, 0.795, 0.207)  0.44
H (1.057, 2.886, -0.440)  -0.11
H (0.151, 6.078, -1.568)  0.37
H (1.472, 5.244, -0.707)  0.28
H (3.008, 3.635, -1.100)  0.32
H (3.918, 1.392, -1.257)  0.37
H (4.103, -2.069, -2.424)  0.24
H (3.401, -1.060, -1.139)  0.20
H (4.889, -0.535, -1.992)  0.35
H (1.417, 0.590, -4.624)  0.43
H (0.421, 2.854, -4.406)  0.45
H (-2.526, 2.730, 0.480)  0.56
H (-3.522, 0.639, 1.230)  0.47
H (-3.687, -0.871, 2.845)  0.48
H (-4.390, -1.703, 1.423)  0.40
H (-4.701, -3.104, 3.429)  0.37
H (-2.954, -2.992, 3.801)  0.34
H (-2.181, -5.035, 0.977)  0.33
H (-1.460, -4.144, 2.354)  0.23
H (-1.112, -2.862, 0.247)  0.36
H (-2.861, -2.900, -0.064)  0.37

Results
LUMO level = 0.57 eV
maximum force = 0.59 eV Å⁻¹
frontier orbital gap = 8.30 eV
SMILES = COC(=O)c1cc(NC(=O)COc2ccc(OC)cc2)ccc1N1CCOCC1
electronic energy = -1375.56376 Eh
energy above the lowest of the compared OMol25 structures with the same formula, charge and spin = 47.58 kcal per mole